(1)
Formula: C27H28F3NO2SSiW
Source: the Open Molecules 2025 dataset
Level of theory: the ωB97M-V functional and the def2-TZVPD basis

relative energy (zero: lowest compared OMol25 entry of this formula, charge and spin): 0.0000 eV
<S²>: 2.015
highest occupied orbital energy (alpha / beta): -0.2680 / -0.3063 Eh

The geometry in ORCA input format:
```
! wB97M-V def2-TZVPD RIJCOSX def2/J DEFGRID3
* xyz 0 3
W -0.811 0.932 -0.455
C 1.208 1.323 -1.214
Si 2.266 0.119 -0.294
C 1.383 -1.468 -0.863
N -0.098 -1.249 -0.801
C -0.624 -1.596 0.568
C -1.727 -2.636 0.540
C -1.236 -3.900 -0.169
C -0.652 -3.569 -1.562
C -0.754 -2.078 -1.853
C 1.929 0.308 1.545
C 2.358 -0.611 2.505
C 1.910 -0.536 3.814
C 1.006 0.458 4.185
C 0.573 1.384 3.252
C 1.049 1.318 1.947
C 4.099 -0.016 -0.653
C 4.551 -0.368 -1.928
C 5.905 -0.450 -2.210
C 6.838 -0.180 -1.218
C 6.409 0.175 0.053
C 5.052 0.256 0.330
H 1.220 1.054 -2.279
H 1.529 2.361 -1.152
H 1.655 -2.383 -0.330
H 1.657 -1.621 -1.909
H -0.987 -0.686 1.091
H 0.215 -1.931 1.180
H -2.610 -2.227 0.046
H -2.015 -2.859 1.568
H -2.057 -4.611 -0.256
H -0.474 -4.377 0.452
H -1.195 -4.098 -2.347
H 0.386 -3.896 -1.634
H -1.799 -1.793 -1.924
H -0.288 -1.819 -2.803
H 3.043 -1.404 2.221
H 2.254 -1.255 4.546
H 0.646 0.503 5.205
H -0.141 2.153 3.521
H 0.740 2.089 1.242
H 3.835 -0.571 -2.718
H 6.235 -0.720 -3.206
H 7.897 -0.243 -1.437
H 7.132 0.391 0.829
H 4.729 0.539 1.326
O -3.027 3.099 2.165
C -2.961 2.324 1.246
O -1.821 1.658 1.014
C -4.145 2.010 0.382
C -5.344 2.584 0.815
C -6.528 2.406 0.132
C -6.531 1.641 -1.028
C -5.357 1.072 -1.477
C -4.150 1.239 -0.787
S -2.803 0.382 -1.552
H -5.308 3.185 1.713
H -7.439 2.865 0.491
H -7.445 1.490 -1.587
H -5.353 0.486 -2.387
F -2.230 3.486 -1.265
C -0.979 2.953 -1.326
F -0.197 3.866 -0.669
F -0.624 3.044 -2.633
*
```



(2)
Formula: C27H28N4O6
Source: the Open Molecules 2025 dataset
Level of theory: the ωB97M-V functional and the def2-TZVPD basis

relative energy (zero: lowest compared OMol25 entry of this formula, charge and spin): 0.3925 eV
highest occupied orbital energy: -0.2809 Eh

The geometry in ORCA input format:
```
! wB97M-V def2-TZVPD RIJCOSX def2/J DEFGRID3
* xyz 0 1
C -6.060 -2.721 2.290
O -6.001 -2.115 1.022
C -4.810 -1.598 0.607
C -3.631 -1.620 1.332
C -2.481 -1.058 0.792
C -2.475 -0.492 -0.471
N -1.365 0.113 -1.065
C -0.033 -0.152 -0.969
O 0.799 0.540 -1.513
N 0.290 -1.266 -0.197
C 1.626 -1.710 -0.150
C 1.908 -2.996 -0.565
C 3.215 -3.478 -0.608
C 3.443 -4.860 -1.046
O 2.573 -5.655 -1.319
O 4.746 -5.196 -1.118
C 4.253 -2.621 -0.256
C 3.975 -1.349 0.192
C 2.664 -0.863 0.305
N 2.400 0.392 0.834
C 1.486 0.462 1.957
C 0.976 1.881 2.237
C 2.153 2.831 2.413
C 2.948 2.760 1.117
C 3.490 1.332 0.933
C 2.102 3.121 -0.075
C 2.694 3.613 -1.205
C 1.912 3.888 -2.338
C 0.574 3.674 -2.302
C -0.070 3.169 -1.129
O -1.275 2.965 -1.019
N 0.768 2.922 -0.034
C 0.072 2.438 1.145
C -3.686 -0.454 -1.200
O -3.610 0.139 -2.420
C -4.797 0.319 -3.154
C -4.831 -1.002 -0.658
H -5.388 -3.583 2.356
H -7.089 -3.057 2.409
H -5.818 -2.010 3.087
H -3.582 -2.054 2.317
H -1.584 -1.047 1.391
H -1.589 0.914 -1.649
H -0.396 -2.010 -0.228
H 1.109 -3.648 -0.888
H 4.822 -6.116 -1.414
H 5.273 -2.967 -0.308
H 4.801 -0.728 0.499
H 0.641 -0.199 1.765
H 1.996 0.105 2.871
H 0.383 1.831 3.157
H 2.777 2.529 3.256
H 1.801 3.849 2.595
H 3.804 3.440 1.154
H 4.063 1.290 0.005
H 4.157 1.104 1.784
H 3.760 3.771 -1.224
H 2.387 4.266 -3.232
H -0.062 3.860 -3.153
H -0.651 1.689 0.811
H -0.511 3.278 1.546
H -5.242 -0.640 -3.439
H -4.506 0.862 -4.052
H -5.528 0.908 -2.593
H -5.770 -0.996 -1.185
*
```